{"formula": "C4H7N2", "method": "the ωB97M-V functional and the def2-TZVPD basis", "species": ["N", "N", "C", "C", "C", "C", "H", "H", "H", "H", "H", "H", "H"], "positions_angstrom": [[-1.2176, 0.9977, 0.9304], [0.3747, -0.6946, 0.0184], [-1.6137, 1.6723, 1.7747], [0.0974, -0.7509, -1.3370], [1.1943, 0.1117, -0.7975], [0.1553, -1.0631, 1.2335], [-0.6850, -1.6036, 1.4479], [2.1719, -0.2362, -0.9689], [0.8323, -0.6458, 1.8755], [1.0795, 1.1495, -0.5423], [-0.8848, -0.2678, -1.5938], [0.2849, -1.6170, -1.9604], [-1.9853, 2.4757, 2.3567]], "atomic_forces_ev_per_a": [[-1.048, 1.133, 1.063], [0.944, -3.170, 2.952], [0.356, -0.122, -1.419], [-2.825, 1.507, -1.883], [-0.192, 0.419, 0.170], [1.053, 1.517, -4.576], [-1.803, -1.637, 0.693], [1.173, -0.330, -0.022], [1.310, 0.701, 2.210], [-0.203, 0.432, -0.544], [1.066, -0.344, 0.213], [0.377, -0.211, 0.493], [-0.207, 0.104, 0.652]], "molar_mass_g_mol": 83.11, "de_lowest_kcal_mol": 98.4, "total_charge": 1, "spin_multiplicity": 1, "gap_ev": 11.4, "largest_force_ev_per_a": 4.9, "lumo_energy_ev": -4.826, "energy_ev": -7231.4692, "e_homo_ev": -16.1953}

{"formula": "C4H7N2", "method": "the ωB97M-V functional and the def2-TZVPD basis", "species": ["N", "N", "C", "C", "C", "C", "H", "H", "H", "H", "H", "H", "H"], "positions_angstrom": [[-1.2902, 2.8687, 0.8468], [-1.1761, 1.7645, 0.8398], [-1.1802, 0.3792, 0.4241], [0.1543, 0.2051, -0.3349], [0.4817, -1.2197, -0.7273], [1.4546, -0.4784, 0.1446], [1.4426, -0.6693, 1.1722], [0.1456, 0.8461, -1.2036], [0.8510, -1.3472, -1.7212], [-1.2711, -0.1668, 1.3678], [2.5895, -0.3796, -0.1565], [-0.1383, -2.1281, -0.4934], [-2.0635, 0.3255, -0.1583]], "atomic_forces_ev_per_a": [[0.613, -2.926, 0.412], [-1.052, 4.382, -0.209], [2.724, -0.585, 1.235], [-0.274, -0.802, -1.412], [-0.070, -1.187, 0.294], [0.857, -0.229, -0.677], [-0.220, -0.544, 1.504], [0.297, 0.375, 0.053], [0.012, 0.240, -0.644], [0.030, -0.283, -0.258], [-2.773, 0.644, -0.025], [0.673, 1.240, 0.539], [-0.816, -0.326, -0.813]], "molar_mass_g_mol": 83.11, "de_lowest_kcal_mol": 95.9, "total_charge": 1, "spin_multiplicity": 1, "gap_ev": 9.7, "largest_force_ev_per_a": 4.5, "lumo_energy_ev": -5.794, "smiles": "N#[N+]CC1CC1", "energy_ev": -7231.5792, "e_homo_ev": -15.5135}

{"formula": "C4H7N2", "method": "the ωB97M-V functional and the def2-TZVPD basis", "species": ["N", "N", "C", "C", "C", "C", "H", "H", "H", "H", "H", "H", "H"], "positions_angstrom": [[-0.4741, -0.3267, -1.6077], [0.4839, -0.0610, -0.8419], [-0.0719, 0.8422, 0.0716], [0.1753, -0.2589, 1.1147], [1.1657, -0.8781, 0.1431], [-1.3364, 0.5877, -0.9228], [0.6343, 0.0383, 2.1110], [-1.5800, 1.5402, -1.3247], [-0.6063, -0.9718, 1.1793], [2.2496, -0.5253, 0.2274], [-2.1568, 0.2407, -0.2884], [0.5407, 1.6980, 0.1972], [0.9761, -1.9254, -0.0587]], "atomic_forces_ev_per_a": [[0.656, -1.403, -0.364], [-0.504, -0.777, -1.907], [-2.341, -0.209, 0.028], [1.805, 0.795, 2.187], [3.176, -1.186, -0.144], [0.751, 3.526, 2.992], [-0.901, -0.322, -1.274], [-0.716, 0.365, -1.385], [-1.112, -0.236, 0.478], [-1.464, -0.883, 0.007], [-0.020, -0.804, -0.778], [-0.128, 1.344, 0.219], [0.798, -0.210, -0.059]], "molar_mass_g_mol": 83.11, "de_lowest_kcal_mol": 139.5, "total_charge": 1, "spin_multiplicity": 1, "gap_ev": 10.3, "largest_force_ev_per_a": 4.7, "lumo_energy_ev": -6.403, "energy_ev": -7229.6871, "e_homo_ev": -16.6638}

{"formula": "C4H7N2", "method": "the ωB97M-V functional and the def2-TZVPD basis", "species": ["N", "N", "C", "C", "C", "C", "H", "H", "H", "H", "H", "H", "H"], "positions_angstrom": [[-0.6162, -0.5367, 2.0501], [0.0798, -0.6400, 0.1343], [0.8594, 0.3498, -0.7238], [0.2492, 1.0208, -1.6379], [-1.0556, 0.0282, 0.7581], [0.3867, -0.9882, 1.5373], [1.8836, 0.4456, -0.5638], [0.8705, 1.7588, -2.1237], [1.1960, -1.6603, 1.8326], [-0.0848, -1.3393, -0.5933], [-2.0366, -0.3582, 0.6189], [-0.7227, 0.8157, -1.8826], [-1.0094, 1.1038, 0.5938]], "atomic_forces_ev_per_a": [[-4.986, 3.469, 2.263], [2.241, 1.450, -2.795], [2.190, -4.413, 6.197], [-1.014, 3.546, -3.522], [-2.580, 0.760, 1.199], [7.532, -3.226, -2.196], [1.497, -0.282, 0.834], [-0.513, 0.171, -0.477], [-0.371, 0.197, -0.123], [-1.019, -1.328, 0.106], [-0.714, -0.328, -1.143], [-2.396, -0.084, -0.987], [0.134, 0.069, 0.645]], "molar_mass_g_mol": 83.11, "de_lowest_kcal_mol": 133.5, "total_charge": 1, "spin_multiplicity": 3, "gap_ev": [4.8, 5.2], "largest_force_ev_per_a": 8.5, "lumo_energy_ev": [-4.910, -9.862], "energy_ev": -7224.9434, "e_homo_ev": [-9.6773, -15.0200]}

{"formula": "C4H7N2O", "method": "the ωB97M-V functional and the def2-TZVPD basis", "species": ["O", "N", "N", "C", "C", "C", "C", "H", "H", "H", "H", "H", "H", "H"], "positions_angstrom": [[-1.1433, -1.3206, 1.5209], [1.2788, 0.9518, -1.7463], [-0.0676, 1.0816, -1.7301], [1.5486, 0.2294, -0.7124], [-0.1635, -0.3570, 1.4566], [-0.6618, 0.3947, -0.8568], [0.3664, -0.3284, -0.0690], [2.4915, -0.1532, -0.4756], [-0.4955, 0.6910, 1.8080], [-0.3821, 1.5301, -2.5712], [-1.8508, -1.1830, 2.1998], [0.1541, -1.3540, -0.3266], [-1.8383, 0.3812, -0.7522], [0.7633, -0.5636, 2.2548]], "atomic_forces_ev_per_a": [[-1.080, -0.290, 0.066], [2.190, -0.335, 1.275], [-0.181, 0.517, -1.898], [-0.026, -0.531, -0.491], [2.997, 1.839, 2.915], [-3.951, -0.893, 1.245], [-3.179, 1.202, 1.458], [1.615, 0.081, 0.046], [0.243, -1.469, -0.877], [-0.953, 0.576, -0.004], [1.182, 0.166, -0.740], [0.505, -0.975, -0.403], [2.726, -0.079, -0.228], [-2.088, 0.190, -2.363]], "molar_mass_g_mol": 99.11, "de_lowest_kcal_mol": 74.7, "total_charge": 1, "spin_multiplicity": 1, "gap_ev": 9.7, "largest_force_ev_per_a": 4.6, "lumo_energy_ev": -5.266, "smiles": "OC[C@@H]1C=N[NH+]=C1", "energy_ev": -9279.5528, "e_homo_ev": -14.9337}

{"formula": "C4H7N2O", "method": "the ωB97M-V functional and the def2-TZVPD basis", "species": ["O", "N", "N", "C", "C", "C", "C", "H", "H", "H", "H", "H", "H", "H"], "positions_angstrom": [[-1.5239, 1.8886, -0.3382], [-0.1034, 0.1358, 0.1471], [2.1421, 0.5734, 0.3368], [-1.4993, 0.7371, -0.1073], [3.1652, 0.3950, -0.3896], [-2.4897, -0.4046, 0.1059], [0.8741, 0.9205, 0.4789], [0.7012, 1.9423, 0.9872], [-2.3323, -0.6792, 1.2207], [3.9804, -0.3257, -0.3176], [-0.0455, -0.8197, -0.0643], [-3.5669, -0.1421, -0.2242], [3.1607, 1.0287, -1.2839], [-2.2469, -1.1810, -0.7048]], "atomic_forces_ev_per_a": [[-0.642, 0.267, -0.081], [-2.324, 1.586, -0.222], [-0.512, -1.144, 0.219], [0.825, -1.326, 0.867], [-1.608, 1.161, -0.867], [-0.974, 0.408, -1.101], [3.171, 1.905, 0.761], [-0.159, -1.737, -0.961], [-0.646, -0.123, -2.082], [-0.179, 0.184, 1.026], [0.829, -1.410, -0.352], [1.762, -0.007, 1.199], [0.370, -0.305, -0.115], [0.087, 0.541, 1.708]], "molar_mass_g_mol": 99.11, "de_lowest_kcal_mol": 53.7, "total_charge": 1, "spin_multiplicity": 1, "gap_ev": 10.6, "largest_force_ev_per_a": 3.8, "lumo_energy_ev": -4.508, "smiles": "C=N/C=[NH+]/C(C)=O", "energy_ev": -9280.4617, "e_homo_ev": -15.0594}

{"formula": "C4H7N2O2", "method": "the ωB97M-V functional and the def2-TZVPD basis", "species": ["O", "O", "N", "N", "C", "C", "C", "C", "H", "H", "H", "H", "H", "H", "H"], "positions_angstrom": [[1.3126, -0.0843, -1.1766], [1.5402, 1.1722, 0.5957], [1.9604, -0.2069, 0.8941], [-0.2022, -1.1235, 0.1229], [-1.9830, 0.6558, -0.0558], [-0.6972, 0.0567, -0.0781], [1.3432, -0.9983, -0.2164], [0.6115, 0.8895, -0.5097], [1.7212, -0.5603, 1.8075], [0.2888, 1.8139, -1.1325], [-2.7862, -0.1435, -0.0722], [-1.8609, 1.3191, 0.7288], [1.8272, -2.0468, -0.4427], [-0.7945, -1.9152, 0.4700], [-2.2812, 1.1716, -0.9351]], "atomic_forces_ev_per_a": [[-0.270, -0.151, -2.772], [-2.144, -1.711, -0.125], [0.539, -0.750, -1.584], [-1.478, 0.225, 0.129], [-2.157, -3.305, -0.870], [4.029, -0.270, -1.199], [1.300, -1.989, 2.429], [-0.947, 2.236, 0.121], [-0.534, 0.689, 0.530], [1.249, -1.510, 1.169], [0.658, 0.999, 1.199], [-0.928, 1.586, 2.010], [-0.982, 2.363, 0.434], [1.031, 0.645, -0.461], [0.635, 0.942, -1.010]], "molar_mass_g_mol": 115.11, "de_lowest_kcal_mol": 92.4, "total_charge": 1, "spin_multiplicity": 1, "gap_ev": 9.2, "largest_force_ev_per_a": 4.2, "lumo_energy_ev": -4.963, "energy_ev": -11325.7195, "e_homo_ev": -14.1838}

{"formula": "C4H7N2O2P", "method": "the ωB97M-V functional and the def2-TZVPD basis", "species": ["P", "O", "O", "N", "N", "C", "C", "C", "C", "H", "H", "H", "H", "H", "H", "H"], "positions_angstrom": [[2.3770, -0.1458, 0.5296], [3.5209, -0.0589, -0.4030], [1.1724, -1.5599, 0.0865], [1.3250, 2.2013, -0.1976], [1.1202, 0.9839, -0.1384], [0.0133, -0.9781, 0.0864], [-1.0913, -1.9403, 0.1248], [-0.0847, 0.3962, -0.0675], [-1.3946, 1.1971, -0.0594], [-1.3012, -2.2614, 1.0910], [-2.1678, 0.7863, 0.7223], [-1.7993, 1.0166, -1.1704], [2.3304, 2.3244, -0.0999], [-0.7750, -2.7186, -0.4570], [-1.2260, 2.2549, 0.0804], [-2.0193, -1.4977, -0.1279]], "atomic_forces_ev_per_a": [[1.357, -0.755, 0.242], [-0.282, -0.114, 0.037], [1.527, 1.947, 0.126], [0.848, 6.594, -0.758], [-0.650, -6.883, 0.422], [-1.184, -1.076, -0.311], [-0.580, 2.365, 0.518], [-1.827, 1.175, 0.520], [-0.950, -2.189, -1.185], [0.151, -0.920, 2.037], [1.538, 0.752, -1.648], [0.434, 0.522, 2.427], [0.222, 0.420, 0.191], [0.191, -2.243, -1.600], [0.128, 0.091, 0.030], [-0.922, 0.317, -1.047]], "molar_mass_g_mol": 146.09, "de_lowest_kcal_mol": 0.0, "spin_multiplicity": 3, "gap_ev": [7.6, 6.0], "largest_force_ev_per_a": 6.9, "lumo_energy_ev": [0.621, -2.826], "energy_ev": -20621.9419, "e_homo_ev": [-7.0202, -8.8364]}

{"formula": "C4H7N2O3S2", "method": "the ωB97M-V functional and the def2-TZVPD basis", "species": ["S", "S", "O", "O", "O", "N", "N", "C", "C", "C", "C", "H", "H", "H", "H", "H", "H", "H"], "positions_angstrom": [[0.7605, 2.0034, -0.9997], [0.6901, -0.7672, 1.4430], [0.7100, 2.8105, -2.1943], [-0.9337, 1.7290, -0.6829], [1.1625, 2.7917, 0.1943], [1.4434, 0.7038, -1.3944], [-1.0674, -0.6065, -0.3996], [-1.2219, 0.6897, 0.2623], [-0.2663, -1.3298, 0.0999], [0.0510, -2.6856, -0.3625], [-0.3171, 0.7010, 1.5682], [-2.2633, 0.8192, 0.4854], [0.0542, -3.4158, 0.4457], [0.2741, 1.5633, 1.6875], [1.5809, 0.1357, -0.6224], [-0.8325, 0.5932, 2.5176], [-0.7499, -2.8896, -1.0415], [0.9253, -2.8459, -1.0067]], "atomic_forces_ev_per_a": [[0.222, 2.206, -0.752], [0.789, -0.087, 1.094], [-0.787, 0.400, 0.085], [0.792, -0.613, 0.891], [-0.266, -1.517, -0.745], [-0.274, 0.712, -0.840], [-4.628, 3.442, -1.933], [1.287, 0.781, -0.832], [4.333, -3.190, 2.147], [-0.145, -1.173, -0.976], [-0.984, -0.867, 0.093], [-0.506, 0.100, 0.319], [0.060, 0.041, 0.027], [0.751, 1.086, -0.447], [0.627, -1.298, 1.820], [-0.792, -0.022, -0.177], [-0.733, -0.626, -0.346], [0.252, 0.624, 0.572]], "molar_mass_g_mol": 195.25, "de_lowest_kcal_mol": 29.7, "total_charge": -1, "spin_multiplicity": 1, "gap_ev": 7.7, "largest_force_ev_per_a": 6.1, "lumo_energy_ev": 2.977, "smiles": "CC1=N[C@H](O[S@@](=N)(=O)[O-])CS1", "energy_ev": -35054.7979, "e_homo_ev": -4.7527}

{"formula": "C4H7N2P", "method": "the ωB97M-V functional and the def2-TZVPD basis", "species": ["P", "N", "N", "C", "C", "C", "C", "H", "H", "H", "H", "H", "H", "H"], "positions_angstrom": [[-2.8036, 0.9400, -0.0868], [1.1422, 0.9919, 0.2905], [-0.2159, -0.8240, 0.1688], [-2.6060, -0.7356, -0.2233], [2.2864, 0.4926, -0.4432], [-1.3917, -1.3583, 0.0497], [0.0048, 0.3840, 0.5686], [-0.6138, 1.0718, 1.1381], [3.1626, 0.8140, 0.2245], [2.5075, 1.0549, -1.4015], [-3.4619, -1.5438, -0.2616], [1.1549, 1.9072, 0.5737], [2.1415, -0.6853, -0.6151], [-1.3069, -2.5093, 0.0177]], "atomic_forces_ev_per_a": [[-0.456, 0.410, -0.325], [0.646, -1.340, -1.094], [1.362, 0.640, 0.883], [-1.670, -1.939, 0.689], [1.161, -0.885, 0.091], [-0.499, -3.196, -0.930], [-0.083, 0.121, -0.769], [-0.720, -0.674, 0.369], [-0.805, -1.264, -0.986], [-0.788, -0.850, 0.765], [1.383, 1.895, -0.129], [0.456, 2.413, 0.783], [0.629, 2.916, 0.465], [-0.615, 1.752, 0.190]], "molar_mass_g_mol": 114.09, "de_lowest_kcal_mol": 74.7, "spin_multiplicity": 1, "gap_ev": [6.2, 6.6], "largest_force_ev_per_a": 3.4, "lumo_energy_ev": [-0.351, -0.567], "energy_ev": -16526.5708, "e_homo_ev": [-6.5571, -7.1341]}

{"formula": "C4H7N2S3", "method": "the ωB97M-V functional and the def2-TZVPD basis", "species": ["S", "S", "S", "N", "N", "C", "C", "C", "C", "H", "H", "H", "H", "H", "H", "H"], "positions_angstrom": [[-4.0053, 0.1562, -0.0615], [-2.2417, -1.3272, -0.2207], [1.7692, -0.9191, 0.3550], [-1.4149, 1.2555, -0.1974], [-0.0595, 0.9508, -0.0891], [0.3128, -0.2850, 0.0116], [1.4434, -2.6636, 0.0675], [-2.3519, 0.3528, -0.3832], [0.8507, 2.1174, 0.0988], [1.8169, 1.8976, -0.5004], [1.1818, 2.1630, 1.1796], [1.6980, -2.8810, -0.9567], [2.0044, -3.2206, 0.8310], [0.2860, -2.8028, 0.1267], [-1.5102, 2.2381, -0.1803], [0.2204, 2.9680, -0.0809]], "atomic_forces_ev_per_a": [[0.111, -0.200, -0.734], [0.470, 1.524, -0.192], [0.823, 0.424, 0.091], [-0.509, -1.160, -0.863], [2.105, -0.374, 0.558], [-2.487, -1.042, -0.651], [-2.231, -0.201, 0.390], [1.006, -0.018, 1.990], [1.132, -1.436, 1.003], [-1.919, 0.939, 0.510], [-0.501, -0.118, -1.056], [0.485, -0.327, -0.133], [-0.303, -0.061, -0.514], [2.231, 0.104, 0.298], [-1.068, 1.037, -0.065], [0.655, 0.909, -0.633]], "molar_mass_g_mol": 179.31, "de_lowest_kcal_mol": 62.6, "total_charge": 1, "spin_multiplicity": 1, "gap_ev": [6.9, 6.9], "largest_force_ev_per_a": 2.8, "lumo_energy_ev": [-5.507, -5.507], "energy_ev": -39736.2196, "e_homo_ev": [-12.4065, -12.4075]}

{"formula": "C4H7N3", "method": "the ωB97M-V functional and the def2-TZVPD basis", "species": ["N", "N", "N", "C", "C", "C", "C", "H", "H", "H", "H", "H", "H", "H"], "positions_angstrom": [[-3.6220, -1.8892, -1.3434], [-1.8689, -0.1038, -1.0861], [-0.2205, -0.2787, 0.5375], [-2.8454, -1.0314, -1.2867], [0.8402, 0.5537, -0.0145], [-1.4604, -0.4948, 0.1810], [2.0091, 0.5060, 0.9561], [0.4543, 1.5749, -0.1125], [1.6701, 0.7810, 1.9622], [2.7971, 1.1997, 0.6611], [2.4300, -0.5044, 1.0032], [1.1374, 0.2026, -1.0107], [-0.0339, -0.6931, 1.4384], [-1.2871, 0.1776, -1.8856]], "atomic_forces_ev_per_a": [[0.460, 0.918, -0.357], [-0.065, -0.532, 0.313], [-0.194, 0.033, 0.246], [-1.018, -0.671, -0.843], [0.094, 0.132, -0.130], [0.496, -0.048, 0.449], [0.109, 0.045, -0.003], [0.136, -0.086, -0.044], [0.087, 0.007, -0.177], [-0.030, -0.079, 0.014], [-0.040, 0.165, -0.026], [-0.041, 0.010, 0.141], [0.196, 0.254, 0.047], [-0.190, -0.149, 0.368]], "molar_mass_g_mol": 97.12, "de_lowest_kcal_mol": 57.3, "spin_multiplicity": 1, "gap_ev": 9.3, "largest_force_ev_per_a": 1.5, "lumo_energy_ev": 0.554, "energy_ev": -8729.1961, "e_homo_ev": -8.7941}